(1)
C40H115N5O15 | the ωB97M-V functional and the def2-TZVPD basis

Each line ends with the Löwdin charge.
Cartesian coordinates (Å):
C -3.6391 -3.5145 5.1038  -0.0523
C -3.3505 -3.0490 3.6702  -0.4252
C -2.4386 -4.0423 2.9647  -0.2074
O -1.2230 -4.1826 3.6900  -0.2107
C -0.1942 -4.8725 2.9823  -0.0799
N -4.6007 -2.8589 2.9000  0.0568
H -4.4242 -2.9527 5.6139  0.0651
H -2.7592 -3.4028 5.7423  0.0728
H -3.9543 -4.5657 5.0767  0.0841
H -2.8763 -2.0788 3.7811  0.0918
H -2.3369 -3.6822 1.9335  0.1005
H -2.9519 -5.0090 2.8922  0.1301
H 0.1935 -4.2142 2.2109  0.0747
H -0.5266 -5.8251 2.5612  0.0936
H 0.5915 -5.1205 3.6982  0.0883
H -4.4563 -2.5546 1.9281  0.0435
H -5.2740 -3.6237 2.9473  0.0778
C -7.9784 3.2091 0.4353  -0.0747
C -7.7426 1.7326 0.4017  -0.4650
C -6.3986 1.3408 0.9585  -0.1888
O -5.3350 1.9235 0.1909  -0.1683
C -4.0992 1.3104 0.4061  -0.1221
N -8.7374 0.9359 1.0967  0.0387
H -8.0678 3.6508 1.4327  0.0807
H -8.9280 3.4971 -0.0218  0.0750
H -7.1832 3.7580 -0.0713  0.0776
H -7.7164 1.4821 -0.6635  0.1442
H -6.2082 0.2748 0.8971  0.1052
H -6.3772 1.6764 1.9993  0.1246
H -3.7465 1.3620 1.4529  0.0760
H -3.3109 1.7895 -0.1809  0.0694
H -4.0664 0.2631 0.0881  0.0692
H -9.6519 1.1024 0.6860  0.0745
H -8.7518 1.0884 2.0959  0.0737
C 9.5050 -3.4403 -2.1176  -0.0717
C 8.5902 -3.6330 -3.3264  -0.4457
C 7.0784 -3.5870 -2.9710  -0.2423
O 6.8169 -2.3308 -2.4422  -0.1762
C 5.4240 -2.1879 -2.2430  -0.1018
N 9.0458 -2.7688 -4.4019  0.0325
H 10.5394 -3.5379 -2.4658  0.0762
H 9.2668 -4.1345 -1.3017  0.0800
H 9.3831 -2.4268 -1.7076  0.0751
H 8.6879 -4.6870 -3.5949  0.1257
H 6.8840 -4.4733 -2.3550  0.1245
H 6.4657 -3.7355 -3.8688  0.1198
H 5.2834 -1.2248 -1.7546  0.0819
H 5.0309 -3.0088 -1.6366  0.0905
H 4.9114 -2.1169 -3.2024  0.0813
H 8.5063 -2.8700 -5.2661  0.0756
H 9.1024 -1.7867 -4.1434  0.0742
C 1.4673 1.7513 3.3212  -0.0395
C 0.1664 2.4926 3.5044  -0.4291
C 0.2871 3.9726 3.5373  -0.2208
O 0.7473 4.4273 2.3077  -0.2126
C 1.1115 5.7813 2.3452  -0.0881
N -0.9041 2.0461 2.6177  0.1017
H 1.8842 1.8792 2.3329  0.0758
H 1.2837 0.6772 3.4208  0.0592
H 2.2216 1.9901 4.0743  0.0898
H -0.1187 2.2017 4.5242  0.1189
H 1.0046 4.2502 4.3153  0.1318
H -0.6642 4.4145 3.8583  0.1391
H 0.2530 6.3760 2.6642  0.0944
H 1.4121 6.1255 1.3651  0.0852
H 1.9816 5.8384 3.0002  0.0962
H -0.8857 2.5586 1.7450  0.0517
H -0.7857 1.0618 2.4268  0.0439
C 0.1990 0.8510 -2.5513  -0.0500
C 0.9164 0.3693 -1.2776  -0.3831
C -0.1466 -0.1707 -0.3538  -0.2029
O 0.4378 -0.4149 0.8959  -0.1917
C -0.3977 -1.2059 1.7317  -0.0951
N 1.9030 -0.6274 -1.6511  0.0745
H -0.5281 1.6389 -2.3237  0.0671
H -0.3796 0.0960 -3.0723  0.0460
H 0.8822 1.2732 -3.2868  0.0585
H 1.2872 1.3008 -0.8331  0.1298
H -0.6003 -1.1157 -0.6691  0.1200
H -0.9861 0.4993 -0.1557  0.1176
H -1.3335 -0.7086 2.0053  0.0803
H 0.1490 -1.4242 2.6461  0.0814
H -0.6396 -2.1779 1.2931  0.0806
H 2.4267 -0.8815 -0.8010  0.0831
H 2.5986 -0.2529 -2.3095  0.0656
C -3.2490 -0.2498 -3.7626  -0.0959
C -2.7530 0.7052 -4.8028  -0.3433
O -3.2239 0.2874 -6.0542  -0.0610
H -2.8889 -1.2690 -3.8895  0.0607
H -4.3390 -0.3352 -3.7979  0.0870
H -2.8730 -0.0227 -2.7716  0.0543
H -1.6542 0.7048 -4.7373  0.0967
H -3.0973 1.7124 -4.5582  0.1128
H -2.8804 0.8515 -6.7557  0.0879
C 3.1262 1.3424 -5.8194  -0.0881
C 3.9594 0.4072 -4.9661  -0.3071
O 3.9212 0.7216 -3.5877  -0.1187
H 2.0503 1.2531 -5.7112  0.0634
H 3.2015 1.1440 -6.9010  0.0771
H 3.4992 2.3652 -5.7479  0.0699
H 5.0014 0.4476 -5.2937  0.1152
H 3.5845 -0.5942 -5.1181  0.1033
H 4.1878 1.6625 -3.5188  0.0418
C -3.2757 -2.7363 -1.2275  -0.0713
C -4.7824 -2.7598 -1.0819  -0.2744
O -5.1601 -1.9194 0.0377  -0.1252
H -2.8975 -1.7174 -1.3046  0.0463
H -2.9677 -3.2715 -2.1272  0.0781
H -2.8232 -3.2583 -0.3796  0.0663
H -5.1186 -3.7911 -0.9238  0.1095
H -5.3898 -2.4153 -1.9266  0.1102
H -6.1157 -1.9646 0.1539  0.0884
C -0.2283 -4.0322 -4.5985  -0.0834
C 0.2096 -2.7643 -3.9236  -0.3866
O 0.9501 -3.0572 -2.7808  -0.1174
H 0.6626 -4.6500 -4.7091  0.0771
H -0.5435 -3.7442 -5.6093  0.0748
H -1.0747 -4.5035 -4.0885  0.0714
H -0.6672 -2.1527 -3.6836  0.0797
H 0.8373 -2.1175 -4.5503  0.1080
H 1.3516 -2.2128 -2.4103  0.0430
C 4.7859 3.0259 -0.7204  -0.0651
C 5.6033 3.1861 -2.0169  -0.2782
O 4.8118 3.3567 -3.2022  -0.1116
H 5.4779 2.8611 0.1081  0.0760
H 4.1763 2.1285 -0.8109  0.0593
H 4.0815 3.8444 -0.5319  0.0671
H 6.2632 2.3137 -2.1190  0.1144
H 6.3606 3.9709 -1.9426  0.1072
H 4.3368 4.2031 -3.2263  0.0624
C -0.5123 -0.7694 5.5625  -0.0693
C 0.8073 -1.5464 5.8104  -0.2585
O 0.5526 -2.9821 5.8755  -0.1064
H -1.1748 -0.8664 6.4284  0.0829
H -1.0531 -1.1481 4.6870  0.0483
H -0.3692 0.2990 5.3551  0.0531
H 1.2391 -1.2258 6.7563  0.1053
H 1.5451 -1.3914 5.0235  0.0844
H -0.2483 -3.2568 5.4036  0.0389
C -4.5096 0.0297 5.3684  -0.0865
C -3.8752 0.7414 4.2337  -0.3468
O -2.9067 1.6487 4.7312  -0.0928
H -3.7736 -0.6572 5.7923  0.0581
H -5.3140 -0.6406 5.0915  0.0701
H -4.8895 0.6829 6.1477  0.0801
H -4.6157 1.2486 3.6180  0.0886
H -3.4567 0.0062 3.5422  0.0848
H -2.3459 2.0382 4.0279  0.0366
C -2.1773 4.6594 0.4931  -0.0688
C -1.3546 4.1388 -0.6701  -0.3018
O -0.2707 3.3147 -0.2924  -0.1070
H -1.6359 5.2633 1.2253  0.0638
H -2.6798 3.9019 1.1014  0.0648
H -3.0024 5.2751 0.1257  0.0819
H -0.9895 4.9353 -1.3216  0.0966
H -2.0219 3.5552 -1.3158  0.1077
H 0.3527 3.7239 0.3322  0.0706
C 1.3183 4.0705 -3.4524  -0.0723
C 1.6576 5.2252 -2.5305  -0.2949
O 3.0044 5.6635 -2.7217  -0.0882
H 2.0411 3.2729 -3.2903  0.0598
H 1.3720 4.2769 -4.5285  0.0834
H 0.3030 3.7220 -3.2911  0.0625
H 1.5738 4.8340 -1.5134  0.0925
H 0.9772 6.0848 -2.5350  0.1150
H 2.9970 6.3030 -3.4423  0.0972
C 3.4205 -2.4547 1.5026  -0.0911
C 3.3658 -3.5179 2.5979  -0.3270
O 3.3270 -4.7796 1.9588  -0.0558
H 3.5252 -1.4628 1.9601  0.0777
H 2.5906 -2.5132 0.7895  0.0653
H 4.3330 -2.5099 0.8952  0.0647
H 2.4830 -3.3000 3.1928  0.0866
H 4.2177 -3.2655 3.2212  0.1103
H 3.4836 -5.3748 2.6948  0.0816

Output
- Frontier orbital gap: 9.117 eV
- Total charge: 0
- HOMO: -8.8 eV
- Total energy: -2995.2067 hartree

(2)
C5H11BrNO4S2 | the ωB97M-V functional and the def2-TZVPD basis

Each line ends with the Löwdin charge.
Cartesian coordinates (Å):
C 2.5224 -0.8519 -0.4205  -0.1068
C 1.5215 -0.6502 0.7235  -0.2488
C 1.0048 0.7778 0.9374  -0.2188
C 0.6070 1.5442 -0.3156  -0.2425
C -0.5316 0.9263 -1.1268  -0.2785
S -2.1304 0.9610 -0.3418  0.4565
O -3.0980 0.5844 -1.3366  -0.3544
O -2.2245 2.2941 0.2001  -0.3341
N -2.0652 -0.0429 0.9082  -0.3488
S -2.3811 -1.5920 0.7730  0.1873
O -1.5953 -2.2962 1.7438  -0.3980
O -3.7746 -1.8980 0.7014  -0.3759
Br -1.5857 -2.3973 -1.1801  0.4078
H 2.4656 -1.8800 -0.7775  0.0656
H 2.3384 -0.2034 -1.2725  0.0523
H 3.5433 -0.6939 -0.0742  0.0621
H 0.6839 -1.3376 0.6222  0.0579
H 2.0254 -0.9435 1.6462  0.1013
H 0.1307 0.6992 1.5809  0.0902
H 1.7345 1.3656 1.4999  0.1048
H 1.4507 1.6616 -0.9978  0.0946
H 0.3188 2.5529 -0.0211  0.1010
H -0.6863 1.5046 -2.0368  0.0999
H -0.2742 -0.0849 -1.4354  0.0254

Output
- Frontier orbital gap: 9.213 eV
- Total charge: -1
- HOMO: -6.2 eV
- Total energy: -3923.2963 hartree

(3)
C25H76O21 | the ωB97M-V functional and the def2-TZVPD basis

Each line ends with the Löwdin charge.
Cartesian coordinates (Å):
C -2.0024 -0.7812 3.3758  -0.1640
O -2.4360 0.4145 2.8079  -0.1130
H -2.6003 -1.0475 4.2474  0.0838
H -1.9764 -1.6323 2.6954  0.0726
H -0.9737 -0.6411 3.7077  0.0608
H -1.7199 1.0531 2.8404  0.0295
C -2.5465 1.6077 -4.2784  -0.2957
C -3.9160 1.4504 -4.9045  -0.2354
O -4.3614 2.7819 -5.0452  -0.0500
O -1.6341 2.3231 -5.0371  -0.0470
H -2.2247 0.5991 -4.0191  0.0919
H -2.5442 2.0370 -3.2765  0.1049
H -4.4448 0.9047 -4.1230  0.1138
H -3.9978 0.8424 -5.8054  0.1260
H -4.6889 2.7962 -5.9475  0.0861
H -1.7248 3.2479 -4.7962  0.0822
C -0.3214 2.3584 4.9906  -0.2031
C -0.2312 3.7520 5.6568  -0.2519
O -1.0226 4.6640 4.9667  -0.0373
O -0.0809 2.1940 3.5910  -0.1001
H -1.3491 2.0062 5.0788  0.1147
H 0.2109 1.5804 5.5379  0.1165
H 0.7827 4.1461 5.5881  0.1082
H -0.3377 3.6650 6.7381  0.1221
H -0.5193 4.7005 4.1501  0.0345
H 0.7507 1.7514 3.4063  0.0443
C -1.5475 -0.1492 -0.2775  -0.1926
C -0.2953 0.5571 0.4445  -0.1614
O 0.8441 0.6723 -0.4390  -0.0892
O -1.7244 0.2205 -1.6395  -0.0713
H -2.5134 -0.0399 0.2158  0.1120
H -1.4308 -1.2321 -0.2354  0.0828
H 0.0023 -0.0621 1.2908  0.1067
H -0.6492 1.4954 0.8715  0.0930
H 0.7519 1.5539 -0.8077  0.0550
H -2.0513 -0.5836 -2.0495  0.0634
C 0.7235 -0.4432 -4.4051  -0.2115
C -0.0773 -1.7243 -4.6061  -0.2809
O -0.7137 -2.1421 -3.4950  -0.0367
O 1.6134 -0.4267 -3.3124  -0.0668
H 0.0273 0.3872 -4.2869  0.0906
H 1.3259 -0.0304 -5.2143  0.1296
H 0.6371 -2.4735 -4.9474  0.1173
H -0.7926 -1.7712 -5.4272  0.1211
H -0.7385 -3.1009 -3.4545  0.1072
H 1.1314 -0.7871 -2.5645  0.0377
C -4.7432 -3.2914 -1.3304  -0.1939
C -5.9783 -3.3357 -0.3890  -0.2483
O -7.0869 -4.0302 -0.8738  -0.0594
O -3.6219 -2.7048 -0.6246  -0.1083
H -4.8637 -2.7997 -2.2957  0.1081
H -4.2899 -4.2525 -1.5729  0.1129
H -6.3816 -2.3431 -0.1891  0.1190
H -5.6206 -3.6879 0.5785  0.1135
H -7.7148 -3.4321 -1.2856  0.0865
H -2.8615 -3.2906 -0.6070  0.0198
C 1.0448 4.8112 2.3047  -0.2050
C 2.2905 5.2095 1.4663  -0.2153
O 1.9182 5.2777 0.1196  -0.0920
O 0.1759 5.9503 2.5180  -0.0632
H 1.4495 4.3713 3.2162  0.1044
H 0.4299 4.0401 1.8406  0.0981
H 3.0987 4.4833 1.3800  0.1003
H 2.7694 6.1385 1.7756  0.1245
H 1.3310 4.6325 -0.2812  0.0284
H -0.0670 6.4361 1.7265  0.0910
C -2.3868 -5.6723 1.4665  -0.2052
C -1.0227 -4.9116 1.1340  -0.1801
O -1.3352 -4.0187 0.0919  -0.0916
O -2.4072 -6.9628 0.9333  -0.0767
H -3.3037 -5.1964 1.1189  0.1088
H -2.4819 -5.9702 2.5107  0.1204
H -0.3167 -5.7237 0.9604  0.1059
H -0.6351 -4.2298 1.8910  0.1047
H -0.5900 -3.4462 -0.1046  0.0518
H -2.2285 -6.9276 -0.0093  0.0831
C 2.1796 -4.2132 -0.6474  -0.1765
C 2.2086 -2.6223 -0.7504  -0.1374
O 0.8603 -2.0198 -0.7969  -0.0940
O 1.9431 -4.5222 0.7277  -0.0958
H 3.1253 -4.6536 -0.9631  0.1170
H 1.4939 -4.6393 -1.3797  0.1150
H 2.4747 -2.4569 -1.7945  0.1018
H 3.0718 -2.2245 -0.2168  0.1146
H 0.9059 -1.0669 -0.6892  0.0161
H 1.9481 -5.4742 0.8511  0.0996
C 4.2307 1.4256 -1.6802  -0.0567
C 4.1014 1.2967 -3.2233  -0.3332
O 5.1598 2.0252 -3.7790  -0.0752
H 5.0846 0.8675 -1.2962  0.0768
H 3.3861 0.9212 -1.2108  0.0328
H 4.1208 2.4914 -1.4800  0.0809
H 3.1720 1.7665 -3.5450  0.0810
H 4.0549 0.2904 -3.6396  0.1017
H 4.8343 2.2676 -4.6490  0.0815
C 2.0174 -1.8274 4.6373  -0.0480
C 1.4848 -2.8037 3.5267  -0.3815
O 2.0918 -3.9897 3.4711  -0.0363
H 2.9348 -1.2894 4.3986  0.0513
H 2.1306 -2.2613 5.6308  0.0726
H 1.3422 -0.9724 4.6724  0.0441
H 1.5233 -2.2527 2.5871  0.0912
H 0.4149 -2.9756 3.6450  0.0953
H 1.9964 -4.1378 2.5274  0.0341
C 3.5486 0.1406 1.5935  -0.0653
C 3.1278 1.4930 2.1437  -0.2945
O 2.7565 1.5503 3.5046  -0.0819
H 4.4106 -0.2425 2.1396  0.0851
H 3.8644 0.0520 0.5540  0.0415
H 2.7328 -0.5823 1.5888  0.0511
H 2.3809 1.9659 1.5061  0.1046
H 4.0274 2.1048 2.2117  0.1144
H 3.5913 1.6714 3.9629  0.0996
C 0.9987 3.5378 -2.8683  -0.0328
C -0.2083 3.9485 -1.9975  -0.2821
O -0.0471 3.4900 -0.6949  -0.1034
H 1.1387 2.4646 -2.7385  0.0586
H 1.9454 4.0246 -2.6342  0.0819
H 0.6879 3.7166 -3.8976  0.0775
H -1.1658 3.5992 -2.3837  0.1028
H -0.3807 5.0221 -1.9226  0.1192
H -0.8854 3.2772 -0.2782  0.1084

Output
- Frontier orbital gap: 9.795 eV
- Total charge: 0
- HOMO: -9.7 eV
- Total energy: -2577.8114 hartree